No. 1
DFT (ωB97M-V/def2-TZVPD) results for a gas-phase ion, C4H7NO3 (charge -2).

```
! RIJCOSX wB97M-V def2-TZVPD def2/J DEFGRID3
* xyz -2 1
O 2.26823 -0.34030 1.17155
C 1.23956 0.36745 0.92054
O 0.89021 1.41187 1.59701
C 0.50550 0.26819 -0.57237
C -0.90278 -0.44372 -0.44806
C -1.75055 0.22881 0.95927
O -2.93876 -0.30995 0.98504
N 1.39692 -0.41506 -1.63135
H 0.45557 1.30443 -0.98772
H -0.70181 -1.41081 -0.08056
H -1.54205 -0.41940 -1.31481
H -1.06696 -0.10546 1.71601
H -1.68094 1.38750 0.69262
H 1.40884 -1.36836 -1.51364
H 2.41903 -0.15519 -1.49352
*
```

Summary:
Relative energy (zero: lowest compared OMol25 entry of this formula, charge and spin) in kJ/mol: 204.4
Strongest force on any atom in eV/Å: 4.1
SMILES: N[C@@H](CC[O-])C(=O)[O-]
LUMO energy in eV: 7.09
Total energy in eV: -11890.826
Kohn-Sham gap in eV: 5.8
Highest occupied orbital energy in eV: 1.287

No. 2
DFT (ωB97M-V/def2-TZVPD) results for C4H7NO3 in the gas phase.

```
! RIJCOSX wB97M-V def2-TZVPD def2/J DEFGRID3
* xyz 0 1
C -1.16497 1.30650 0.26987
C -0.36635 0.20725 -0.27695
C -1.04772 -0.61266 -1.15976
C 0.97830 0.06406 0.38586
H 0.39766 2.23618 0.57850
H -2.02965 1.12620 -0.51631
H -1.31531 1.14184 1.35259
H -0.56780 -1.38169 -1.85701
H -2.01718 -0.56534 -1.54495
H 2.29688 -1.07837 1.28618
H 1.11100 -2.46617 -0.66537
N 1.66062 -1.14387 0.48775
O -0.45597 2.59905 0.20134
O 1.55717 0.93686 1.16062
O 0.96332 -2.36986 0.29763
*
```

Summary:
Relative energy (zero: lowest compared OMol25 entry of this formula, charge and spin) in kJ/mol: 516.1
Strongest force on any atom in eV/Å: 4.9
SMILES: C=C(CO)C(=O)NO
LUMO energy in eV: -0.49
Total energy in eV: -11889.928
Kohn-Sham gap in eV: 9.7
Highest occupied orbital energy in eV: -10.147

No. 3
DFT (ωB97M-V/def2-TZVPD) results for a gas-phase ion, C4H7NO3 (charge +1).

```
! RIJCOSX wB97M-V def2-TZVPD def2/J DEFGRID3
* xyz 1 2
O -1.69886 -1.65581 -0.32958
C -1.94597 -0.51174 -0.04324
N -0.95473 0.32722 0.42238
C 0.40947 -0.04093 0.28741
C 1.32013 1.16521 0.54637
O 1.64966 1.25346 1.88936
C 0.80170 -0.61559 -1.12369
O 0.23488 -0.29267 -2.09756
H -2.95868 -0.10086 -0.19751
H -1.17585 1.31366 0.40160
H 0.54272 -0.87371 0.99844
H 0.84661 2.08290 0.16453
H 2.28262 1.08453 0.01892
H 0.87023 1.29432 2.47174
H 1.65454 -1.32258 -1.17014
*
```

Summary:
Relative energy (zero: lowest compared OMol25 entry of this formula, charge and spin) in kJ/mol: 123.3
Strongest force on any atom in eV/Å: 2.1
LUMO energy (spin up / spin down) in eV: -4.86 / -9.49
Total energy in eV: -11883.721
Kohn-Sham gap (spin up / spin down) in eV: 10.9 / 6.0
Highest occupied orbital energy (spin up / spin down) in eV: -15.766 / -15.481

Which of these has the highest total energy?
number 3